The following is a DFT calculation (ωB97M-V with the def2-TZVPD basis set) of 3 unconnected molecules or ions with the total composition C5H16O3.

Values from the calculation:
* HOMO energy: -10.1 eV
* SMILES: CCCCCO.O.O
* electronic energy: -425.77600 a.u.
* spin multiplicity: 1
* Kohn-Sham gap: 10.728 eV

CARTESIAN COORDINATES (ANGSTROEM)
O: -1.763 0.191 2.184
O: -1.369 -2.771 -0.506
O: 1.118 -4.137 -1.821
C: 0.715 1.688 -1.130
C: 1.569 0.472 -0.810
C: -0.573 2.043 -0.275
C: -0.441 0.391 1.702
C: -0.187 1.825 1.249
H: 1.275 -4.702 -1.064
H: 0.879 1.978 1.374
H: -1.655 -3.668 -0.257
H: 1.216 2.630 -1.364
H: -0.766 3.101 -0.385
H: -0.287 -0.307 0.868
H: 0.241 0.067 2.486
H: 2.546 0.529 -1.321
H: -0.826 2.491 1.844
H: -2.140 1.001 2.585
H: -1.941 -2.086 -0.161
H: 1.986 0.456 0.205
H: 0.412 -3.577 -1.477
H: 1.098 -0.386 -1.288
H: 0.239 1.444 -2.095
H: -1.345 1.328 -0.543

Atoms 1-2, force components in eV/Å:
O -0.91 0.23 0.02
O 0.68 -0.69 -0.41

Mulliken population analysis, charges in e, atoms 1 to 2:
1. O -0.525
2. O -0.636


The following is a DFT calculation (ωB97M-V with the def2-TZVPD basis set) of a molecular structure, C3H4BrN3OS.

Values from the calculation:
* HOMO energy: -8.3 eV
* electronic energy: -3328.26865 a.u.
* spin multiplicity: 1
* Kohn-Sham gap: 8.776 eV

CARTESIAN COORDINATES (ANGSTROEM)
Br: -4.218 0.622 0.138
S: -2.051 -1.667 -0.035
O: 0.662 1.059 -0.663
N: -0.269 0.495 0.168
N: 0.716 -1.956 0.020
N: -1.487 0.922 0.038
C: -2.442 0.105 -0.011
C: 1.927 1.168 -0.026
C: -0.373 -1.397 -0.004
H: 1.845 1.740 0.902
H: 2.553 1.699 -0.743
H: 2.339 0.175 0.175
H: 0.799 -2.965 0.041

Atoms 1-2, force components in eV/Å:
Br -0.15 -0.06 -0.05
S -0.72 0.18 0.03

Mulliken population analysis, charges in e, atoms 1 to 2:
1. Br -0.062
2. S -0.134


The following is a DFT calculation (ωB97M-V with the def2-TZVPD basis set) of a molecular structure, C53H48NO2P2PtS5.

Values from the calculation:
* HOMO energy (spin up / spin down): -10.1 / -10.1 eV
* charge: +1
* electronic energy: -5046.35989 a.u.
* spin multiplicity: 1
* Kohn-Sham gap (spin up / spin down): 5.641 / 5.641 eV

CARTESIAN COORDINATES (ANGSTROEM)
Pt: 0.920 -0.515 1.054
S: 2.368 -2.518 2.100
S: 3.298 0.072 -0.398
S: -5.798 -0.254 -3.536
S: -2.307 -1.749 2.828
S: 1.065 -3.163 5.931
P: -0.474 1.447 -0.209
P: -0.606 -1.287 -0.450
O: 3.140 0.450 1.047
O: 0.758 -0.268 3.180
N: -1.557 0.120 -0.480
C: -1.123 -1.473 4.056
C: -0.005 -0.578 -3.132
C: 7.234 0.974 -0.170
C: 0.215 -3.835 2.615
C: 3.019 1.606 -1.310
C: 1.772 -0.707 5.818
C: -3.025 0.136 -0.477
C: -3.623 0.279 -1.880
C: -1.444 2.501 3.677
C: 0.655 -0.786 -4.333
C: 1.947 -2.514 7.255
C: -5.124 0.019 -1.875
C: -2.071 -3.647 0.142
C: 0.796 -2.631 2.871
C: -3.607 -1.383 3.893
C: 1.102 -1.644 5.102
C: -2.544 4.359 -3.142
C: -3.151 -1.072 5.131
C: -1.243 2.674 -1.345
C: -0.804 3.726 3.769
C: 0.381 -1.467 3.768
C: 2.026 -2.469 -3.295
C: 7.789 0.172 -1.160
C: -0.783 2.799 -2.653
C: 1.367 -2.264 -2.093
C: -2.112 -2.900 -2.143
C: 5.077 0.106 -0.703
C: -5.821 1.446 -4.162
C: -1.688 -2.718 -0.823
C: -3.342 -4.860 -1.496
C: -2.954 -3.947 -2.468
C: -2.343 3.426 -0.933
C: 5.615 -0.706 -1.688
C: 2.157 -4.059 1.371
C: 1.668 -1.732 -4.416
C: -2.990 4.260 -1.831
C: 0.344 -1.320 -2.010
C: -2.885 -4.717 -0.196
C: 2.257 -1.209 7.060
C: -1.422 1.784 2.489
C: 3.129 1.613 -2.690
C: 2.634 3.965 -2.679
C: -1.435 3.632 -3.550
C: 2.725 2.757 -0.600
C: -1.731 -1.116 5.219
C: 2.543 3.946 -1.295
C: -0.767 2.300 1.381
C: 2.928 2.801 -3.376
C: 6.983 -0.667 -1.916
C: 5.869 0.942 0.065
C: -0.147 3.551 1.470
C: -0.162 4.259 2.658
C: 0.988 -4.645 1.737
H: -0.716 -4.149 3.065
H: 0.322 5.225 2.723
H: 7.864 1.625 0.422
H: 1.908 0.305 5.464
H: 2.477 4.892 -3.215
H: -6.263 2.104 -3.416
H: 2.805 -3.219 -3.362
H: 5.412 1.547 0.839
H: -5.348 -0.901 -1.331
H: 2.168 -3.143 8.102
H: 3.385 0.704 -3.217
H: 2.179 -1.896 -5.356
H: -1.075 3.717 -4.567
H: -0.808 4.274 4.702
H: 4.972 -1.357 -2.268
H: -1.184 -0.894 6.124
H: -2.689 3.369 0.091
H: -3.409 1.275 -2.273
H: -1.779 -2.235 -2.924
H: 0.322 3.970 0.588
H: 1.618 -2.853 -1.217
H: -0.817 0.136 -3.065
H: 7.419 -1.297 -2.680
H: -6.440 1.442 -5.055
H: -1.952 2.095 4.542
H: -3.151 -0.451 -2.534
H: -3.369 -0.802 -0.036
H: 8.855 0.197 -1.339
H: -4.623 -1.445 3.537
H: 2.340 4.861 -0.755
H: -3.168 -5.436 0.560
H: 2.664 2.710 0.481
H: -3.053 5.011 -3.840
H: 0.368 -0.219 -5.209
H: 2.811 -0.613 7.771
H: -1.734 -3.531 1.158
H: -3.996 -5.682 -1.756
H: 2.938 -4.472 0.751
H: -3.788 -0.811 5.963
H: 3.013 2.819 -4.455
H: 0.101 2.258 -2.964
H: -4.817 1.780 -4.418
H: -3.372 0.948 0.165
H: -5.672 0.842 -1.411
H: -3.303 -4.054 -3.486
H: -3.841 4.841 -1.500
H: 0.673 -5.625 1.404
H: -1.928 0.834 2.422

Atoms 1-2, force components in eV/Å:
Pt -1.05 -0.10 -1.87
S -0.56 -0.04 -0.13

Mulliken population analysis, charges in e, atoms 1 to 2:
1. Pt 1.874
2. S -0.184


The following is a DFT calculation (ωB97M-V with the def2-TZVPD basis set) of a single C4H3N molecule.

Values from the calculation:
* HOMO energy: -10.5 eV
* SMILES: C#CCC#N
* electronic energy: -208.86319 a.u.
* spin multiplicity: 1
* Kohn-Sham gap: 11.084 eV

CARTESIAN COORDINATES (ANGSTROEM)
N: -2.544 1.031 -0.612
C: 1.892 0.421 0.161
C: 0.837 0.021 -0.259
C: -1.642 0.349 -0.363
C: -0.503 -0.522 -0.026
H: -0.204 -0.512 1.035
H: -0.697 -1.550 -0.360
H: 2.861 0.762 0.425

Atoms 1-2, force components in eV/Å:
N 1.04 -0.84 0.25
C -0.03 -0.07 -0.85

Mulliken population analysis, charges in e, atoms 1 to 2:
1. N -0.347
2. C -0.143


The following is a DFT calculation (ωB97M-V with the def2-TZVPD basis set) of a gas-phase ion, C2H2NO2S2 (charge +1).

Values from the calculation:
* HOMO energy: -15.1 eV
* charge: +1
* electronic energy: -1078.56209 a.u.
* spin multiplicity: 1
* Kohn-Sham gap: 7.985 eV

CARTESIAN COORDINATES (ANGSTROEM)
S: -0.505 0.717 1.914
S: -1.195 0.910 -1.073
O: -1.894 0.597 -2.300
O: 1.773 -0.578 1.110
N: -1.667 0.910 1.030
C: 0.060 -0.315 -0.567
C: 0.547 -0.259 0.734
H: 2.210 -0.988 0.438
H: 0.671 -0.993 -1.286

Atoms 1-2, force components in eV/Å:
S 1.45 -0.87 -0.37
S 1.66 -0.82 0.08

Mulliken population analysis, charges in e, atoms 1 to 2:
1. S 0.379
2. S 0.668


The following is a DFT calculation (ωB97M-V with the def2-TZVPD basis set) of a single C2H4N2O2 molecule.

Values from the calculation:
* HOMO energy: -10.5 eV
* SMILES: [H]/N=C/OC(N)=O
* electronic energy: -338.60025 a.u.
* spin multiplicity: 1
* Kohn-Sham gap: 11.203 eV

CARTESIAN COORDINATES (ANGSTROEM)
O: -0.609 0.795 0.633
O: 0.176 2.509 -0.522
N: 0.822 0.426 -1.246
N: -0.635 -1.470 0.170
C: 0.148 1.319 -0.427
C: -0.665 -0.508 0.988
H: 1.805 0.362 -1.028
H: 0.408 -0.493 -1.295
H: -0.684 -2.363 0.652
H: -0.766 -0.579 2.075

Atoms 1-2, force components in eV/Å:
O -0.05 0.09 -0.14
O 0.10 -0.53 0.20

Mulliken population analysis, charges in e, atoms 1 to 2:
1. O -0.320
2. O -0.461